[1]
Entry from the OMol25 dataset: C7H11NO in the gas phase (ωB97M-V with the def2-TZVPD basis set).

For the molar mass, the calculation gives 125.2 g/mol. For the HOMO energy, the calculation gives -8.229 eV. The value obtained for the LUMO energy is 0.7910 eV. As for the HOMO-LUMO gap: 9.0 eV.

ORCA input file:
```
! RIJCOSX wB97M-V def2-TZVPD def2/J DEFGRID3
* xyz 0 1
C 1.85 -0.76 1.01
C 2.28 -0.22 -0.37
C 0.27 0.82 -1.77
C 1.32 0.28 -1.14
C -0.41 -1.37 1.21
C -0.57 0.14 -2.83
C -2.14 0.13 2.14
N 0.47 -0.41 1.26
O -1.71 -1.07 1.48
H 1.85 -1.78 0.89
H 2.39 -0.41 1.90
H 3.23 -0.43 -0.88
H -0.01 1.90 -1.59
H -1.69 0.31 -2.82
H -0.55 -1.05 -2.73
H -0.14 0.23 -3.76
H -1.33 0.25 2.87
H -3.20 -0.15 2.56
H -2.16 0.92 1.26
H 0.33 0.64 1.46
*
```

[2]
Entry from the OMol25 dataset: C7H11NO7 in the gas phase (ωB97M-V with the def2-TZVPD basis set).

For the molar mass, the calculation gives 221.2 g/mol. For the HOMO energy, the calculation gives -9.092 eV. The structure (SMILES) is [H]/N=C(\O)[C@](C)(O)[C@@H](O)O/C(=C/O)C(=O)O. The value obtained for the LUMO energy is 0.1902 eV. As for the HOMO-LUMO gap: 9.3 eV.

ORCA input file:
```
! RIJCOSX wB97M-V def2-TZVPD def2/J DEFGRID3
* xyz 0 1
H -2.76 0.71 -0.23
N -1.84 0.95 0.11
C -0.93 0.71 -0.77
O -1.18 0.06 -1.91
C 0.41 1.43 -0.67
C 0.21 2.95 -0.57
O 1.31 1.14 -1.70
C 1.08 0.96 0.63
O 0.44 1.21 1.83
O 1.55 -0.38 0.65
C 0.66 -1.45 0.78
C 0.10 -1.70 1.98
O -0.79 -2.70 2.09
C 0.45 -2.21 -0.45
O 0.75 -1.84 -1.54
O 0.06 -3.54 -0.23
H -2.00 -0.38 -2.02
H -0.26 3.07 0.41
H -0.61 3.23 -1.30
H 1.20 3.41 -0.60
H 1.11 0.28 -1.95
H 2.05 1.48 0.65
H -0.44 0.95 1.75
H 0.19 -1.05 2.79
H -0.78 -3.23 1.30
H 0.03 -4.07 -1.02
*
```

[3]
Entry from the OMol25 dataset: C7H11NS in the gas phase (ωB97M-V with the def2-TZVPD basis set).

For the molar mass, the calculation gives 141.2 g/mol. For the HOMO energy, the calculation gives -8.913 eV. The structure (SMILES) is C=CCCCCN=C=S. The value obtained for the LUMO energy is 0.7778 eV. As for the HOMO-LUMO gap: 9.7 eV.

ORCA input file:
```
! RIJCOSX wB97M-V def2-TZVPD def2/J DEFGRID3
* xyz 0 1
C -0.04 2.24 -0.61
C -1.17 1.55 -0.47
C -1.57 0.53 0.72
C -0.44 -0.39 1.13
C -0.25 -1.73 0.33
C 0.50 -1.52 -1.05
N 1.77 -0.85 -0.71
C 2.66 -0.24 -0.24
S 3.84 0.65 0.44
H 0.98 2.15 -0.04
H 0.10 2.90 -1.42
H -1.88 1.72 -1.21
H -1.72 1.19 1.64
H -2.52 0.02 0.54
H -0.63 -0.55 2.26
H 0.60 0.20 1.02
H -1.21 -2.24 -0.03
H 0.37 -2.37 0.86
H 0.64 -2.45 -1.47
H -0.04 -0.82 -1.68
*
```

[4]
Entry from the OMol25 dataset: C7H11NS in the gas phase (ωB97M-V with the def2-TZVPD basis set).

For the molar mass, the calculation gives 141.2 g/mol. For the HOMO energy, the calculation gives -9.118 eV. The structure (SMILES) is C=CCCCCN=C=S. The value obtained for the LUMO energy is 0.5586 eV. As for the HOMO-LUMO gap: 9.7 eV.

ORCA input file:
```
! RIJCOSX wB97M-V def2-TZVPD def2/J DEFGRID3
* xyz 0 1
C -0.37 -1.81 -0.76
C 0.96 -1.63 -0.32
C 1.60 -0.68 0.62
C 0.62 0.46 1.18
C 0.23 1.53 0.30
C -0.53 1.34 -0.93
N -1.91 0.93 -0.90
C -2.55 0.10 -0.24
S -3.67 -0.57 0.62
H -1.41 -1.52 -0.33
H -0.45 -2.63 -1.58
H 1.99 -2.01 -0.90
H 1.79 -1.45 1.49
H 2.48 -0.19 0.26
H 1.00 0.90 2.16
H -0.34 -0.08 1.45
H 1.10 2.08 -0.28
H -0.16 2.40 1.12
H -0.40 2.33 -1.50
H 0.02 0.50 -1.48
*
```

[5]
Entry from the OMol25 dataset: 2 unconnected molecules or ions with the total composition C7H11NS2 (ωB97M-V with the def2-TZVPD basis set).

For the molar mass, the calculation gives 173.3 g/mol. For the HOMO energy, the calculation gives -8.240 eV. The structure (SMILES) is CC(C)=Cc1nccs1.S. The value obtained for the LUMO energy is 0.6557 eV. As for the HOMO-LUMO gap: 8.9 eV.

ORCA input file:
```
! RIJCOSX wB97M-V def2-TZVPD def2/J DEFGRID3
* xyz 0 1
C 1.62 1.28 0.96
C 1.35 0.76 -0.38
C 2.56 0.69 -1.33
C 0.18 0.32 -0.89
C -1.16 0.34 -0.29
N -1.37 0.48 0.97
C -2.72 0.49 1.24
C -3.46 0.11 0.15
S -2.57 -0.06 -1.29
H 1.98 2.22 0.74
H 0.69 1.37 1.65
H 2.33 0.75 1.48
H 3.39 0.79 -0.79
H 2.66 -0.26 -1.96
H 2.36 1.51 -2.04
H 0.20 -0.12 -1.99
H -3.08 0.32 2.24
H -4.51 0.09 0.27
S 0.41 -3.55 0.32
H -0.77 -2.93 0.14
H -0.11 -4.61 0.81
*
```

[6]
Entry from the OMol25 dataset: a molecular structure, C7H11NS3 (ωB97M-V with the def2-TZVPD basis set).

For the molar mass, the calculation gives 205.4 g/mol. For the HOMO energy, the calculation gives -8.931 eV. The value obtained for the LUMO energy is -0.1807 eV. As for the HOMO-LUMO gap: 8.8 eV.

ORCA input file:
```
! RIJCOSX wB97M-V def2-TZVPD def2/J DEFGRID3
* xyz 0 1
C -2.00 0.98 3.83
C -1.31 -0.28 3.23
C -0.35 0.10 2.19
C 0.58 -0.99 2.22
C 0.86 0.26 -1.37
C 2.20 -1.31 -2.16
C 1.26 -1.53 -3.08
H -2.10 0.81 5.19
H -3.00 0.99 3.17
H -1.42 2.00 3.65
H -2.12 -1.01 2.87
H -0.77 -0.53 4.25
H 0.23 1.12 2.27
H 1.19 -0.89 3.12
H 1.27 -0.95 1.35
H 0.15 -1.94 2.17
H 3.05 -2.00 -2.04
H 1.27 -2.06 -3.99
N 2.07 -0.16 -1.26
S -1.34 0.26 0.48
S 0.20 1.58 -0.33
S -0.09 -0.44 -2.80
*
```

[7]
Entry from the OMol25 dataset: C7H11O3PS2 in the gas phase (ωB97M-V with the def2-TZVPD basis set).

For the molar mass, the calculation gives 238.3 g/mol. For the HOMO energy, the calculation gives -6.848 eV. The structure (SMILES) is CCOc1sc(=PO)sc1OCC. The value obtained for the LUMO energy is 0.4068 eV. As for the HOMO-LUMO gap: 7.3 eV.

ORCA input file:
```
! RIJCOSX wB97M-V def2-TZVPD def2/J DEFGRID3
* xyz 0 1
C -1.17 3.30 -0.64
C -0.50 2.22 0.15
O 0.07 1.20 -0.75
C 1.26 0.65 -0.49
S 2.60 1.66 -0.07
C 3.88 0.46 -0.04
P 5.54 0.84 0.13
O 6.14 -0.65 0.27
S 3.17 -1.25 -0.21
C 1.49 -0.69 -0.49
O 0.43 -1.53 -0.71
C 0.30 -2.86 -0.12
C -0.05 -3.03 1.31
H -0.28 3.75 -1.22
H -1.97 2.83 -1.22
H -1.66 4.14 -0.11
H -1.38 1.74 0.79
H 0.24 2.64 0.75
H 5.48 -1.29 0.18
H -0.41 -3.15 -0.90
H 1.30 -3.40 -0.20
H 0.65 -2.39 1.79
H -1.06 -2.72 1.53
H 0.29 -4.03 1.51
*
```

[8]
Entry from the OMol25 dataset: a gas-phase ion, C7H11O3S (charge -1) (ωB97M-V with the def2-TZVPD basis set).

For the molar mass, the calculation gives 175.2 g/mol. For the HOMO energy, the calculation gives -4.080 eV. The value obtained for the LUMO energy is 3.1836 eV. As for the HOMO-LUMO gap: 7.3 eV.

ORCA input file:
```
! RIJCOSX wB97M-V def2-TZVPD def2/J DEFGRID3
* xyz -1 1
C 0.40 1.13 1.22
C 0.71 0.02 0.28
C -0.84 0.61 2.34
C 1.66 1.55 2.03
C -0.36 0.74 -1.92
C -1.20 -2.47 -1.24
C 0.32 -0.13 -0.96
O -1.94 0.65 1.86
O -0.39 0.42 3.43
O 0.54 -1.86 -2.99
S 0.54 -1.84 -1.53
H -0.02 1.95 0.59
H 0.93 -0.93 0.74
H 2.36 0.72 2.10
H 1.29 1.87 3.02
H 2.10 2.35 1.55
H -1.41 1.26 -1.63
H -0.59 0.11 -2.85
H 0.37 1.59 -2.26
H -1.53 -2.23 -2.22
H -1.77 -1.96 -0.39
H -1.17 -3.55 -1.20
*
```